Formula: H8O4
Source: OMol25
Level of theory: ωB97M-V/def2-TZVPD

Geometry as XYZ:
```
12
Properties=species:S:1:pos:R:3:forces:R:3:nbo_charge:R:1
O -1.260298 -1.532283 4.081051 0.2 -0.1 0.2 -0.94
H -1.198148 -0.902213 3.363151 0.1 0.2 -0.3 0.47
H -2.199968 -1.625763 4.237641 -0.2 0.0 0.0 0.46
O 0.839972 -2.397123 -2.151079 -0.2 0.1 0.2 -0.94
H 0.649642 -3.150023 -2.710689 -0.1 -0.2 -0.1 0.47
H 1.651242 -2.033453 -2.505789 0.2 0.1 0.0 0.47
O 2.385382 2.975417 -1.318719 0.1 -0.2 0.0 -0.93
H 2.802692 3.469637 -2.024289 0.1 0.1 -0.2 0.47
H 1.669182 3.537447 -1.023059 -0.2 0.1 0.1 0.47
O -1.682998 0.414037 0.369281 0.0 0.0 0.3 -0.94
H -1.315568 0.166917 -0.479339 0.2 -0.2 -0.2 0.48
H -2.341138 1.077407 0.161841 -0.2 0.2 0.0 0.47
```
Forces are in eV/Å.

Calculated values
ΔE to the lowest compared entry with this formula, charge and spin: 108.3 kJ/mol
E_LUMO: 0.6 eV
Structure (SMILES): O.O.O.O
E: -305.7380 Ha


Formula: H8O4
Source: OMol25
Level of theory: ωB97M-V/def2-TZVPD

Geometry as XYZ:
```
12
Properties=species:S:1:pos:R:3:forces:R:3:nbo_charge:R:1
O 1.207350 -0.297855 0.945363 -0.2 -0.2 -0.1 -0.94
H 1.487180 -0.339935 1.859783 0.1 0.0 0.2 0.47
H 1.661220 0.466515 0.590433 0.1 0.2 -0.2 0.47
O -0.607970 -4.114165 -2.100677 0.1 -0.1 -0.2 -0.94
H -1.157450 -4.569725 -1.462887 -0.1 -0.1 0.1 0.47
H -0.495690 -3.235965 -1.736837 0.1 0.3 0.1 0.47
O -4.015630 -0.639605 0.494673 0.0 0.0 -0.2 -0.93
H -3.227300 -0.650825 1.037463 0.3 0.0 0.1 0.47
H -4.702250 -0.991145 1.061423 -0.2 -0.1 0.1 0.47
O 3.097760 4.464635 -0.337317 -0.1 -0.2 0.0 -0.94
H 2.841320 5.087445 0.342823 -0.1 0.1 0.2 0.47
H 3.911460 4.820625 -0.694247 0.2 0.1 -0.1 0.47
```
Forces are in eV/Å.

Calculated values
ΔE to the lowest compared entry with this formula, charge and spin: 111.3 kJ/mol
E_LUMO: 0.7 eV
Structure (SMILES): O.O.O.O
E: -305.7368 Ha


Formula: H8O4
Source: OMol25
Level of theory: ωB97M-V/def2-TZVPD

Geometry as XYZ:
```
12
Properties=species:S:1:pos:R:3:forces:R:3:nbo_charge:R:1
O -1.626543 -0.633502 2.828068 -0.1 -0.2 -0.6 -0.96
H -2.542696 -0.588274 3.107707 0.1 0.0 0.3 0.48
H -1.064955 -0.762674 3.591897 -0.1 0.1 0.3 0.48
H -0.431153 0.176484 -0.662241 0.0 -0.1 0.1 0.46
O 0.502404 0.184445 -0.904922 -0.4 0.8 -0.5 -0.94
H 0.514189 0.811773 -1.659831 0.3 -0.8 0.5 0.48
O -0.055204 1.361713 1.822070 0.7 0.6 -0.7 -0.97
H -0.459580 0.512473 1.615591 0.0 0.0 0.2 0.48
H 0.570749 1.554393 1.089661 -0.6 -0.4 0.7 0.48
O 1.575452 -0.783951 -3.246281 -0.3 0.0 0.1 -0.94
H 0.797771 -1.204512 -3.643379 0.5 0.2 0.0 0.47
H 2.219565 -0.628368 -3.938338 -0.1 -0.1 -0.3 0.47
```
Forces are in eV/Å.

Calculated values
ΔE to the lowest compared entry with this formula, charge and spin: 108.1 kJ/mol
E_LUMO: 0.7 eV
Structure (SMILES): O.O.O.O
E: -305.7380 Ha


Formula: H8O4
Source: OMol25
Level of theory: ωB97M-V/def2-TZVPD

Geometry as XYZ:
```
12
Properties=species:S:1:pos:R:3:forces:R:3:nbo_charge:R:1
H -1.490786 -1.815007 -0.707895 0.0 0.6 1.4 0.47
H -1.609656 -0.386687 0.019919 1.0 -1.4 0.3 0.51
H 0.415002 -1.374294 -0.184949 0.6 0.2 0.7 0.51
H 1.619792 -1.824876 0.723804 -0.2 0.4 -0.3 0.49
H 1.656073 0.361143 -0.222131 -1.7 3.0 1.6 0.54
H 1.719135 2.122211 -0.449437 -1.8 -3.2 2.2 0.48
H -0.417511 1.402798 0.054283 -1.6 -1.0 -0.6 0.53
H -1.834103 1.667670 0.607882 -0.7 0.3 0.5 0.47
O -1.273899 -1.360038 0.151592 -0.9 0.1 -1.9 -1.00
O 1.404645 -1.287891 -0.054791 -0.2 -0.4 -0.3 -0.99
O 1.243671 1.345661 0.140872 3.2 0.3 -3.5 -1.02
O -1.432360 1.149313 -0.079147 2.2 1.1 0.0 -0.98
```
Forces are in eV/Å.

Calculated values
ΔE to the lowest compared entry with this formula, charge and spin: 107.1 kJ/mol
E_LUMO: 0.8 eV
Structure (SMILES): O.O.O.O
E: -305.7384 Ha